C22H48BBeCl5F5GaMgO8PS2 | wB97M-V/def2-TZVPD

Geometry as XYZ:
```
95
Properties=species:S:1:pos:R:3:forces:R:3
C -4.421 -2.695 -6.117 0.57 0.18 0.29
C -5.352 -2.911 -4.785 -0.32 0.44 0.14
C -5.007 -4.246 -3.900 -0.26 -0.52 -0.24
C -3.901 -5.259 -4.563 -0.28 -1.26 1.37
C -3.435 -6.289 -3.331 0.19 -0.60 -0.63
C -2.036 -5.834 -2.609 -0.12 -1.13 0.50
C -2.184 -5.334 -1.055 0.91 0.46 -0.13
C -2.590 -3.718 -0.918 0.46 -1.64 0.60
C -1.442 -3.032 0.037 -0.35 -1.01 -0.50
Ga -1.891 -1.119 0.688 3.29 -0.61 0.89
C -1.037 -0.854 2.598 -0.68 -0.56 1.18
C -1.284 0.307 -0.682 -0.20 1.65 -0.81
C 0.164 1.012 -0.352 3.52 -3.05 4.83
O 1.042 0.613 0.574 -6.10 2.77 -6.53
Cl 0.607 2.495 -1.438 -0.26 -1.20 0.24
P -4.219 -0.763 1.022 2.39 -1.11 1.99
S -5.227 -0.789 -0.663 -2.43 0.08 -1.89
H -4.566 -3.535 -6.949 0.06 1.88 1.87
H -3.272 -2.760 -5.801 -2.50 0.37 -0.74
H -4.638 -1.611 -6.566 0.53 -2.53 0.88
H -6.485 -2.920 -5.120 2.31 -0.04 0.69
H -5.235 -1.975 -4.053 -0.18 -1.87 -1.75
H -4.657 -3.953 -2.809 -0.61 -0.57 -2.45
H -6.002 -4.891 -3.758 2.16 1.40 -0.26
H -4.378 -5.962 -5.397 0.98 1.87 1.60
H -2.927 -4.746 -4.959 -2.03 -0.86 0.64
H -3.235 -7.358 -3.817 -0.50 2.25 1.04
H -4.312 -6.446 -2.537 1.90 0.50 -1.73
H -1.491 -5.041 -3.280 -1.15 -1.33 1.49
H -1.320 -6.788 -2.585 -1.55 2.07 -0.12
H -1.104 -5.453 -0.561 -2.27 0.27 -1.02
H -2.899 -6.003 -0.390 1.32 1.24 -1.67
H -3.664 -3.692 -0.432 2.93 0.11 -1.03
H -2.663 -3.269 -1.998 0.26 -0.59 2.05
H -0.403 -2.985 -0.544 -2.13 -0.04 1.14
H -1.266 -3.737 0.979 -0.43 1.49 -1.96
H -1.333 0.180 3.079 0.97 -1.96 -0.83
H 0.116 -1.067 2.595 -2.26 0.71 -0.07
H -1.570 -1.684 3.270 1.65 1.77 -1.44
H -1.268 -0.194 -1.743 0.24 1.27 1.86
H -2.106 1.165 -0.707 1.99 -1.45 -0.30
H -4.306 0.614 1.529 2.26 -2.79 0.81
H -4.778 -1.599 2.055 -0.56 0.46 -1.03
C 3.949 3.938 -1.418 -0.02 -0.28 0.17
C 3.260 5.122 -0.742 -0.35 -0.09 0.02
C 4.292 6.241 -0.613 -0.57 0.23 0.68
S 5.450 6.009 -1.953 1.18 0.35 -0.17
O 6.741 5.671 -1.393 -0.92 0.19 -0.48
O 5.279 7.074 -2.921 0.13 -0.29 0.32
C 4.708 4.523 -2.600 -0.37 -0.65 -0.27
H 3.229 3.179 -1.739 0.20 0.19 -0.04
H 4.648 3.468 -0.717 -0.02 0.07 -0.08
H 2.423 5.462 -1.364 0.11 -0.09 0.02
H 2.851 4.848 0.236 0.07 0.04 -0.09
H 3.829 7.227 -0.700 0.29 -0.09 -0.03
H 4.844 6.170 0.328 0.10 0.05 -0.26
H 5.481 3.857 -2.986 0.04 0.26 0.04
H 4.024 4.813 -3.403 0.07 0.01 0.10
C 3.676 0.235 3.439 -0.01 -0.03 0.19
C 3.626 1.423 2.492 -0.10 0.09 0.05
O 3.643 2.683 3.160 -0.14 0.03 0.02
C 4.785 2.956 3.968 0.09 0.03 -0.13
C 6.092 2.946 3.192 0.00 0.00 -0.14
H 2.837 0.272 4.145 0.10 -0.02 -0.16
H 3.625 -0.703 2.878 -0.03 0.12 0.04
H 4.596 0.222 4.028 0.02 -0.06 -0.07
H 2.690 1.381 1.927 0.21 0.25 0.19
H 4.433 1.374 1.755 0.09 -0.05 0.04
H 4.823 2.263 4.815 0.04 -0.08 0.00
H 4.637 3.955 4.395 -0.20 -0.18 -0.17
H 6.297 1.969 2.749 0.04 0.03 0.10
H 6.928 3.198 3.852 -0.10 0.01 -0.10
H 6.057 3.675 2.376 0.06 -0.07 0.15
O 0.842 -5.631 -3.506 0.61 0.68 -0.31
H 1.474 -6.236 -3.922 -0.02 -0.10 -0.10
H 1.292 -5.341 -2.698 -0.11 -0.22 0.34
Be 1.124 -3.670 -4.325 -0.20 -0.29 0.05
Cl -5.715 -3.120 -0.508 -0.65 1.45 0.37
Mg -5.554 1.490 1.250 -3.01 2.11 -1.25
C -3.902 -1.021 5.640 0.14 0.28 0.86
Cl -4.619 0.559 6.000 0.00 -0.37 -0.27
Cl -3.831 -1.287 3.889 -0.35 -0.02 1.07
Cl -2.285 -1.147 6.354 -0.29 -0.06 -0.20
H -4.535 -1.795 6.080 0.19 0.24 -0.24
F 1.359 3.298 -3.420 -0.22 -0.23 0.74
C -7.701 1.800 8.151 -2.04 0.33 0.68
O -7.320 1.983 6.970 -0.98 0.47 -1.24
O -6.694 1.399 8.914 1.43 -0.50 0.66
O -8.823 1.929 8.689 0.71 0.06 -1.08
H -6.076 1.434 8.155 0.96 -0.39 0.90
B 9.837 6.807 -0.580 -0.19 -0.05 -0.17
F 9.821 5.368 -0.371 0.09 1.46 -0.16
F 11.071 7.360 -0.047 -1.20 -0.55 -0.50
F 9.754 7.091 -2.004 0.16 -0.28 1.53
F 8.702 7.408 0.101 1.23 -0.56 -0.60
```
Forces are in eV/Å.

Summary:
Total energy   -7570.91506 a.u.
Total charge   -1
Frontier orbital gap   1.19 eV



C22H48N4O12 | wB97M-V/def2-TZVPD

Geometry as XYZ:
```
86
Properties=species:S:1:pos:R:3:forces:R:3
C 0.638 -2.221 6.015 -0.45 0.11 -1.30
C 1.459 -2.921 7.021 -0.19 0.98 2.08
C 1.571 -4.386 6.870 -0.95 -1.36 -1.27
O 2.890 -4.776 7.214 0.72 1.59 0.80
C 3.626 -3.615 7.348 4.49 -0.01 1.92
O 4.872 -3.593 7.657 -6.48 0.02 -1.87
O 2.810 -2.515 7.212 1.68 -0.50 -0.50
H -0.369 -2.638 6.045 0.05 -0.75 -0.19
H 1.091 -2.414 5.042 -0.34 0.41 -0.31
H 0.344 -1.181 6.160 1.06 0.24 0.23
H 0.952 -2.742 7.969 0.23 0.14 0.41
H 1.454 -4.754 5.850 -0.42 0.20 -0.17
H 0.749 -4.749 7.486 0.59 -1.07 0.17
C -4.198 3.848 1.596 1.24 0.02 0.12
C -5.369 3.943 0.659 -1.09 -0.38 2.44
C -6.589 4.344 1.603 0.26 -2.03 1.19
O -6.800 5.699 1.450 1.82 1.72 -3.08
C -6.057 6.058 0.316 -0.24 3.79 -2.89
O -6.099 7.143 -0.292 -0.18 -3.68 2.95
O -5.255 5.052 -0.205 -1.46 0.41 1.14
H -3.238 3.795 1.082 -0.03 0.04 -0.23
H -4.246 2.954 2.218 -0.26 -0.06 -0.02
H -4.157 4.706 2.266 -0.01 0.11 -0.03
H -5.503 2.958 0.212 -0.26 0.49 -0.82
H -6.282 4.198 2.639 0.16 -0.18 0.05
H -7.551 3.833 1.559 0.07 -0.28 -0.84
C -8.931 -4.576 -4.892 0.64 -0.67 0.06
N -7.823 -3.909 -4.247 -1.71 1.17 1.44
C -8.139 -2.823 -3.321 -1.15 0.15 -0.14
C -6.562 -4.130 -4.544 1.06 -1.31 -0.78
O -5.638 -3.394 -4.320 0.94 0.75 0.46
H -8.520 -5.496 -5.306 -0.27 -0.28 0.12
H -9.348 -4.053 -5.752 -0.05 0.47 0.18
H -9.704 -4.789 -4.153 -0.05 -0.10 -0.17
H -7.310 -2.426 -2.736 0.24 -0.05 -0.80
H -8.711 -2.078 -3.874 0.47 0.62 0.04
H -8.863 -3.133 -2.567 -0.08 -0.65 0.01
H -6.398 -5.126 -4.982 -0.04 -0.07 -0.44
C 5.207 -8.382 1.665 -0.58 -0.97 -1.27
N 5.601 -7.275 0.830 3.43 -0.39 0.74
C 4.825 -6.107 0.637 -2.23 -0.81 0.08
C 6.820 -7.380 0.218 -0.34 0.82 -1.28
O 7.213 -6.640 -0.686 -0.26 -0.78 1.38
H 4.971 -8.238 2.720 0.13 0.46 -0.14
H 5.934 -9.182 1.522 0.51 0.30 0.58
H 4.396 -8.886 1.140 -0.88 0.18 0.44
H 4.331 -5.870 1.579 0.35 0.57 0.19
H 5.311 -5.266 0.143 0.16 -0.45 0.19
H 4.002 -6.528 0.060 -0.53 0.97 -0.71
H 7.369 -8.262 0.583 0.25 0.12 -0.19
C 7.897 2.205 1.483 -1.57 0.10 -0.86
N 6.840 2.650 2.396 -0.63 -0.69 -0.42
C 5.456 2.210 2.090 0.45 -0.55 0.17
C 7.074 3.487 3.420 -2.15 0.21 0.89
O 6.204 3.761 4.272 2.12 0.00 -1.32
H 7.623 1.201 1.160 0.45 -0.38 0.47
H 8.922 2.259 1.849 -0.34 0.12 0.17
H 7.743 2.743 0.547 0.64 0.44 -0.13
H 5.061 2.583 1.145 0.31 0.63 -0.03
H 5.419 1.131 1.942 0.28 -0.21 0.29
H 4.766 2.451 2.898 0.39 0.22 -0.05
H 8.083 3.912 3.302 0.06 0.13 0.81
C 1.474 6.450 -3.350 -0.54 -1.29 1.11
N 2.704 7.032 -2.854 -0.65 1.44 -0.70
C 2.693 8.453 -2.402 0.86 -0.72 1.05
C 3.791 6.223 -2.827 2.34 1.92 1.81
O 4.839 6.518 -2.204 -2.02 -0.92 -1.57
H 0.594 7.092 -3.326 0.53 0.44 -0.53
H 1.210 5.702 -2.603 -0.35 -0.33 0.05
H 1.581 5.857 -4.259 0.02 0.59 -0.37
H 3.477 8.553 -1.651 0.38 -0.03 -0.34
H 2.847 9.214 -3.167 0.08 -0.43 -0.39
H 1.827 8.764 -1.819 -0.55 -0.66 -0.36
H 3.686 5.307 -3.428 -0.09 -0.03 0.25
C 0.282 -0.132 -1.359 -0.60 -0.89 0.67
O -0.163 0.729 -2.353 -0.29 0.58 -0.94
H 0.764 0.459 -0.580 0.21 -0.33 -0.07
H -0.595 -0.644 -0.964 -0.05 0.03 0.75
H 0.868 -0.967 -1.742 0.73 0.27 -0.03
H -0.928 0.288 -2.730 -0.01 0.34 -0.39
C -5.658 0.620 -7.854 -1.59 0.29 1.53
O -4.473 0.185 -7.291 2.07 -0.92 -0.45
H -5.540 1.398 -8.608 0.22 -0.27 0.09
H -6.306 -0.200 -8.163 0.13 -0.07 -0.72
H -6.138 0.991 -6.949 -1.12 0.99 -0.52
H -4.705 -0.560 -6.731 0.29 -0.06 0.10
```
Forces are in eV/Å.

Summary:
Total energy   -1988.80236 a.u.
Total charge   0
Frontier orbital gap   9.10 eV



C22H48O18PS5Tl | wB97M-V/def2-TZVPD

Geometry as XYZ:
```
95
Properties=species:S:1:pos:R:3:forces:R:3
Tl 1.524 -1.889 -2.377 0.20 0.05 -0.61
P 0.228 0.095 -0.277 -0.30 -0.58 0.88
O -0.335 0.231 -1.756 0.01 0.25 -0.14
O 0.092 -1.480 0.033 0.64 3.27 0.05
O -0.476 1.172 0.573 0.79 -2.12 -1.63
O 1.777 0.255 -0.419 -0.82 -0.61 0.86
C -3.137 -0.663 -1.724 1.13 -0.29 0.81
C -3.261 0.675 -0.972 -0.11 -1.08 -1.02
C -2.734 1.888 -1.742 -1.33 -0.76 -0.40
O -3.854 2.848 -1.622 1.19 -0.63 -0.28
C -4.924 2.200 -1.140 -0.04 -0.22 1.43
O -5.915 2.739 -0.752 -0.24 0.25 -0.47
O -4.681 0.878 -0.939 0.13 1.26 0.40
H -3.146 -0.480 -2.798 0.02 -0.21 0.05
H -3.861 -1.431 -1.455 -0.62 0.74 -0.08
H -2.220 -1.167 -1.418 0.29 0.26 -0.52
H -2.745 0.733 -0.014 -0.68 -0.68 0.45
H -2.670 1.470 -2.747 0.38 1.17 -0.43
H -1.806 2.283 -1.329 -0.30 0.19 -0.28
C 2.606 3.336 1.267 0.77 2.01 -0.83
C 1.219 3.389 1.894 0.88 -4.44 -0.89
C 0.954 2.142 2.751 -0.11 -0.73 0.73
O 1.147 2.594 4.106 0.83 -0.07 -0.92
C 1.046 3.912 4.069 -3.26 2.37 3.47
O 0.709 4.560 5.079 1.90 -1.37 -3.63
O 0.973 4.399 2.764 -0.01 1.66 2.20
H 3.367 3.984 1.701 -0.22 -0.06 1.10
H 2.531 3.912 0.345 -0.02 -0.58 -0.68
H 3.128 2.392 1.105 -0.78 -0.23 -0.05
H 0.465 3.194 1.132 -0.04 1.24 -0.34
H 1.579 1.269 2.561 0.08 0.24 -0.04
H -0.084 1.821 2.673 0.13 0.00 0.08
C -3.855 -2.077 1.171 -0.02 0.86 0.54
C -2.898 -2.363 2.382 -1.13 0.41 -3.88
C -1.722 -1.397 2.464 -0.94 -1.47 -0.23
O -1.655 -1.293 3.883 1.20 1.38 0.45
C -2.805 -1.649 4.479 -1.17 0.56 3.07
O -3.095 -1.495 5.662 1.13 -0.34 -3.26
O -3.635 -2.172 3.564 0.34 -0.89 0.15
H -3.522 -2.482 0.216 0.11 -0.01 0.43
H -3.975 -1.000 1.056 0.46 0.29 -0.12
H -4.912 -2.314 1.294 0.19 -0.90 0.48
H -2.416 -3.302 2.109 -0.66 -0.96 1.42
H -1.933 -0.542 1.823 0.14 0.93 0.97
H -0.830 -1.860 2.040 0.10 0.17 0.51
C -2.012 -4.189 -0.719 -0.68 -0.27 -0.40
S -0.636 -5.179 -1.321 0.38 1.93 0.11
O -0.158 -4.208 -2.407 0.21 -1.11 0.77
C 0.388 -4.891 0.180 -0.11 -0.66 -0.31
H -2.771 -4.269 -1.497 -0.01 0.11 -0.09
H -1.621 -3.171 -0.719 0.03 -0.07 0.22
H -2.499 -4.476 0.213 0.42 -0.21 0.07
H -0.159 -5.232 1.059 -0.27 -0.05 -0.08
H 0.634 -3.835 0.288 0.10 -0.11 -0.29
H 1.254 -5.547 0.093 0.20 0.37 -0.09
C 6.555 -1.798 -2.476 -1.11 0.72 -0.09
S 5.388 -0.402 -2.987 -0.87 -1.12 -0.70
O 4.011 -1.010 -3.279 1.45 0.33 0.56
C 5.226 0.466 -1.449 -0.19 0.92 0.87
H 7.566 -1.658 -2.861 -0.11 0.42 0.21
H 6.148 -2.683 -2.964 -0.19 0.05 0.22
H 6.487 -1.837 -1.388 0.27 -0.36 -0.12
H 6.204 0.801 -1.102 0.14 -0.37 0.13
H 4.625 -0.010 -0.674 0.41 -0.81 -0.07
H 4.662 1.392 -1.560 -0.01 0.07 -0.83
C -4.356 4.908 1.470 -0.27 0.56 2.04
S -3.508 4.101 2.904 -1.26 -2.01 -1.53
O -4.625 3.668 3.848 1.42 0.27 -0.85
C -2.732 2.628 2.024 1.12 -0.22 0.87
H -3.575 5.497 0.989 -0.33 -0.42 -0.60
H -5.051 5.562 1.995 0.16 0.49 -0.01
H -5.033 4.186 1.013 0.76 -0.33 -0.73
H -2.230 1.982 2.745 -0.64 -0.02 0.60
H -1.836 2.884 1.459 -0.17 1.09 -0.22
H -3.322 2.011 1.346 -0.91 0.60 0.44
C 4.147 -4.215 1.853 0.37 -0.47 -1.07
S 3.962 -2.594 0.934 -2.15 -1.64 1.30
O 3.076 -2.965 -0.253 1.16 0.38 0.70
C 2.725 -1.960 2.163 -1.02 1.37 -0.91
H 4.130 -4.256 2.942 0.04 0.71 -0.13
H 5.038 -4.728 1.489 0.18 0.21 0.05
H 3.325 -4.812 1.458 -0.26 0.21 0.07
H 1.834 -1.904 1.538 0.09 0.10 -0.48
H 2.933 -0.912 2.379 0.31 -0.06 0.18
H 2.276 -2.423 3.041 1.26 -0.78 0.24
C 1.311 1.531 -6.605 -0.98 0.43 0.04
S 0.671 1.022 -4.977 1.11 -2.28 -0.22
O 1.515 -0.227 -4.595 -1.29 1.95 -0.22
C 1.311 2.414 -4.006 0.60 -0.08 -0.22
H 0.701 2.416 -6.786 0.54 0.68 0.01
H 0.994 0.922 -7.451 0.08 -0.76 0.55
H 2.391 1.676 -6.623 -0.17 0.15 0.22
H 1.647 1.978 -3.065 0.06 -0.05 -0.10
H 0.602 3.212 -3.789 -0.28 -0.26 -0.30
H 2.145 2.815 -4.583 0.15 0.10 0.36
```
Forces are in eV/Å.

Summary:
Total energy   -4725.62986 a.u.
<S²>   1.78
Total charge   +1
Frontier orbital gap (spin up / spin down)   5.27 / 3.47 eV
2S+1   2